# C31H29Br4IrN6O3SeSi

A molecular structure, C31H29Br4IrN6O3SeSi (the ωB97M-V functional and the def2-TZVPD basis, OMol25).

Structure (XYZ):
```
76
C31H29Br4IrN6O3SeSi | OMol25 | the ωB97M-V functional and the def2-TZVPD basis
Ir -0.44182 0.32403 0.33700
Br 0.15223 4.21858 6.31621
C 0.72858 3.18631 4.85097
C 2.05111 2.66357 4.83052
Br 3.22356 3.01330 6.26606
C 2.47506 1.91476 3.76157
Br 4.22963 1.24599 3.63827
C 1.61041 1.60208 2.66731
O 1.96576 0.92828 1.68286
C 0.24257 2.13474 2.70416
O -0.56355 1.89626 1.74854
C -0.13324 2.93960 3.80291
Br -1.88108 3.64011 3.76105
Se -3.64858 -6.56214 0.35210
N -3.08603 -5.49418 1.66084
C -2.50545 -4.46306 1.10176
C -1.93088 -3.36446 1.84965
C -1.90903 -3.30113 3.22843
C -1.33050 -2.19906 3.85842
C -0.80829 -1.17945 3.07830
N -0.82134 -1.19261 1.75304
C -1.36625 -2.28760 1.10377
C -1.30682 -2.30421 -0.29406
N -0.70746 -1.22708 -0.92070
C -0.50257 -1.27195 -2.23080
C -0.91780 -2.32925 -3.02274
C -1.60631 -3.39317 -2.42987
C -1.80449 -3.39768 -1.06500
C -2.46381 -4.46875 -0.34735
N -3.02656 -5.49587 -0.93072
H -2.34304 -4.11371 3.79580
H -1.28259 -2.12757 4.93457
H -0.36189 -0.31342 3.54953
H 0.02892 -0.42821 -2.65041
H -0.71473 -2.32084 -4.08355
H -1.97186 -4.22881 -3.01183
C 4.33395 -3.01456 -0.76467
N 3.18884 -2.16128 -0.47321
C 2.24323 -2.59811 0.55318
C 2.94788 -0.99994 -1.11448
C 3.96953 -0.51160 -2.12064
O 1.93934 -0.31907 -0.92607
H 4.23638 -3.92531 -0.18249
H 5.27896 -2.53945 -0.49444
H 4.36338 -3.29767 -1.81782
H 2.68323 -3.40546 1.13185
H 1.30987 -2.94288 0.10118
H 2.01914 -1.77008 1.21741
H 4.78040 -1.20525 -2.31724
H 4.38392 0.42331 -1.74249
H 3.45704 -0.28435 -3.05432
C -3.40520 0.28301 -0.84893
Si -2.44964 1.70220 -1.64869
C -3.36299 3.26550 -1.11573
C -2.49001 1.41012 -3.51785
N -0.75802 1.71591 -1.07401
C 0.11848 2.72549 -1.35890
C 1.39593 2.76349 -0.74974
C 2.28106 3.78417 -1.01984
C 1.95457 4.79007 -1.92454
C 0.71643 4.75797 -2.55844
C -0.18756 3.75748 -2.27805
H -4.46911 0.53194 -0.85952
H -3.11982 0.11339 0.19419
H -3.29143 -0.65656 -1.39110
H -4.42627 3.16654 -1.34287
H -3.00568 4.17826 -1.59299
H -3.26530 3.39833 -0.03556
H -3.49727 1.11143 -3.81638
H -1.81342 0.60209 -3.79660
H -2.21795 2.28927 -4.10370
H 1.67365 1.96370 -0.07677
H 3.24514 3.79741 -0.52712
H 2.65609 5.58482 -2.13968
H 0.45758 5.52131 -3.28114
H -1.14623 3.75096 -2.77838
```

Results
- net charge = 0
- spin multiplicity = 5
- <S²> = 6.08
- LUMO (alpha / beta) (eV) = -0.413 / -2.008
- HOMO-LUMO gap (alpha / beta) (Ha) = 0.18214 / 0.22705
- E (eV) = -403933.80188

Here are the natural (NBO) charges for atoms 1 to 8, given in e:
1. Ir 1.210
2. Br 0.127
3. C -0.117
4. C -0.155
5. Br 0.118
6. C -0.174
7. Br 0.104
8. C 0.304

=====

# C10H16ClNO2S2

A single C10H16ClNO2S2 molecule (the ωB97M-V functional and the def2-TZVPD basis, OMol25).

Structure (XYZ):
```
32
C10H16ClNO2S2 | OMol25 | the ωB97M-V functional and the def2-TZVPD basis
C -3.36730 -2.62348 -0.28321
C -3.59837 -1.29731 -0.99993
C -3.55730 -0.08320 -0.06059
C -2.22528 0.67019 -0.06398
C -1.05719 -0.14619 0.48696
C 0.21296 0.68614 0.64101
N 0.80707 0.99871 -0.64644
S 2.05134 2.10639 -0.58615
O 1.86053 3.05186 0.47508
O 2.25720 2.57980 -1.91909
C 3.39784 1.05495 -0.12320
C 4.08174 1.06020 1.05197
C 5.09534 0.08107 1.09814
C 5.14975 -0.64590 -0.05509
Cl 6.22770 -1.91723 -0.39705
S 3.96095 -0.13955 -1.21982
H 5.75001 -0.07662 1.93479
H 3.85839 1.75226 1.84253
H 0.12996 1.29138 -1.33560
H 0.00254 1.60919 1.19677
H 0.96921 0.12356 1.19732
H -1.32807 -0.53703 1.46950
H -0.84058 -0.98689 -0.17228
H -2.33709 1.57160 0.54424
H -2.00715 0.98805 -1.08655
H -4.33343 0.62475 -0.35877
H -3.78606 -0.40472 0.95731
H -4.57599 -1.34127 -1.48456
H -2.85356 -1.17344 -1.78849
H -2.39967 -2.64519 0.20995
H -4.13727 -2.78518 0.46826
H -3.40822 -3.44691 -0.99302
```

Results
- net charge = 0
- ΔE to the lowest compared entry with this formula, charge and spin (kcal per mole) = 2.9
- LUMO (eV) = 0.279
- HOMO-LUMO gap (Ha) = 0.35332
- E (eV) = -50406.99049

Here are the natural (NBO) charges for atoms 1 to 8, given in e:
1. C -0.602
2. C -0.401
3. C -0.392
4. C -0.391
5. C -0.410
6. C -0.229
7. N -0.862
8. S 2.330

=====

# C4H9O2

2 unconnected molecules or ions with the total composition C4H9O2 (the ωB97M-V functional and the def2-TZVPD basis, OMol25).

Structure (XYZ):
```
15
C4H9O2 | OMol25 | the ωB97M-V functional and the def2-TZVPD basis
C 2.31483 1.54237 0.58056
C 0.86222 1.58523 0.10855
H 3.09261 1.77450 -0.15462
H 2.44465 2.26749 1.39034
H 2.59563 0.56024 0.95468
H 0.76153 1.57849 -0.97589
H 0.32679 2.44825 0.49732
H 0.38145 0.68630 0.50057
C -2.27175 -1.39625 -0.79609
C -1.26921 -2.25120 0.10552
O -1.70337 -3.31422 0.60601
O -0.10627 -1.79459 0.11839
H -3.28036 -1.79944 -0.71925
H -1.93040 -1.49740 -1.82241
H -2.21835 -0.38976 -0.39368
```

Results
- net charge = -1
- ΔE to the lowest compared entry with this formula, charge and spin (kcal per mole) = 6.5
- LUMO (eV) = 3.939
- HOMO-LUMO gap (Ha) = 0.28566
- E (eV) = -8390.20942

Here are the natural (NBO) charges for atoms 1 to 8, given in e:
1. C -0.610
2. C -0.628
3. H 0.187
4. H 0.185
5. H 0.216
6. H 0.200
7. H 0.181
8. H 0.264